{
  "formula": "C39H64N6O7",
  "method": "wB97M-V/def2-TZVPD",
  "homo_lumo_gap_ha": 0.316,
  "smiles": "[H]/N=C(/N)NCCCCc1c(OC#N)c(C[C@H](C)OCc2ccccc2)cc2c1C(=O)N(CCCN)C2=O.CCOCC.CCOCC.CCOCC",
  "symbols": ["C", "C", "C", "C", "C", "C", "C", "C", "C", "C", "C", "C", "N", "C", "N", "N", "C", "O", "C", "N", "C", "O", "N", "C", "C", "C", "N", "C", "O", "O", "C", "C", "C", "C", "C", "C", "C", "H", "H", "H", "H", "H", "H", "H", "H", "H", "H", "H", "H", "H", "H", "H", "H", "H", "H", "H", "H", "H", "H", "H", "H", "H", "H", "H", "H", "H", "H", "H", "H", "H", "H", "C", "C", "O", "C", "C", "H", "H", "H", "H", "H", "H", "H", "H", "H", "H", "C", "C", "O", "C", "C", "H", "H", "H", "H", "H", "H", "H", "H", "H", "H", "C", "C", "O", "C", "C", "H", "H", "H", "H", "H", "H", "H", "H", "H", "H"],
  "positions_angstrom": [[0.188193, 0.477998, 4.206777], [-0.874673, -0.634042, 4.131513], [-2.241896, -0.141614, 3.656300], [-2.384750, -0.056977, 2.156649], [-1.319831, 0.284200, 1.324582], [-1.552438, 0.379214, -0.030840], [-2.793232, 0.146012, -0.591906], [-3.883286, -0.227629, 0.186730], [-5.231770, -0.501632, -0.392527], [-5.493810, -1.994941, -0.602009], [-6.966960, -2.344515, -0.699094], [-7.836554, -1.924327, 0.481699], [-7.304500, -2.218866, 1.821057], [-7.413654, -3.538119, 2.300539], [-8.059986, -3.905767, 3.332557], [-6.729533, -4.485096, 1.545173], [-3.613915, -0.318166, 1.537293], [-4.728215, -0.703968, 2.350984], [-4.711031, -1.962459, 2.672277], [-4.689944, -3.072865, 2.977590], [-2.669584, 0.366229, -2.052068], [-3.436534, 0.069900, -2.924334], [-1.382895, 0.971002, -2.306986], [-1.500897, 2.425161, -2.570520], [-0.236737, 3.035974, -3.195625], [0.416128, 4.131939, -2.357602], [1.680700, 3.714243, -1.750990], [-0.601661, 0.714641, -1.123128], [0.590660, 0.706476, -1.077255], [-0.519473, -1.675458, 3.238208], [0.648478, -2.415272, 3.563158], [1.532936, -2.498585, 2.353946], [1.105619, -3.240682, 1.259428], [1.869614, -3.292655, 0.105376], [3.072579, -2.605345, 0.042911], [3.511523, -1.875447, 1.131352], [2.739462, -1.816988, 2.282126], [0.467077, 0.726663, 5.225557], [1.094214, 0.167496, 3.690396], [-0.155424, 1.367013, 3.683764], [-1.001095, -1.055108, 5.131847], [-3.015841, -0.762385, 4.090751], [-2.393184, 0.857292, 4.070076], [-0.325051, 0.459795, 1.695492], [-6.006172, -0.057763, 0.229321], [-5.265076, 0.008411, -1.350534], [-5.038546, -2.276305, -1.551369], [-4.968423, -2.562916, 0.165803], [-7.061400, -3.420138, -0.829299], [-7.386955, -1.861263, -1.580862], [-8.832590, -2.353489, 0.347011], [-7.967337, -0.844604, 0.435331], [-7.734112, -1.608972, 2.500461], [-8.536378, -3.122448, 3.767212], [-5.955233, -4.063986, 1.050335], [-6.350033, -5.182475, 2.172611], [-1.728780, 2.961989, -1.645591], [-2.339431, 2.554318, -3.247606], [0.468194, 2.232958, -3.394273], [-0.497084, 3.479309, -4.153095], [-0.247853, 4.494972, -1.572145], [0.592914, 4.983828, -3.019582], [2.146320, 2.998540, -2.286027], [2.301482, 4.493273, -1.600772], [1.183210, -1.977467, 4.405982], [0.346113, -3.422330, 3.857592], [0.163921, -3.768531, 1.316493], [1.511342, -3.862931, -0.738254], [3.663456, -2.643510, -0.861046], [4.449831, -1.343197, 1.090807], [3.061711, -1.236427, 3.136147], [3.538015, 3.342581, 8.169862], [3.510385, 2.035717, 7.396120], [2.648137, 2.044416, 6.272739], [2.935566, 3.000560, 5.267695], [4.311081, 2.852574, 4.641208], [2.534717, 3.610636, 8.502832], [4.180166, 3.241539, 9.045096], [3.924715, 4.167116, 7.569747], [3.128564, 1.239870, 8.035730], [4.524932, 1.744917, 7.100654], [2.796747, 4.017180, 5.652939], [2.169999, 2.844892, 4.506888], [5.112051, 3.011369, 5.364242], [4.434826, 3.584454, 3.842756], [4.432496, 1.854569, 4.217776], [5.328641, -6.240188, -4.323646], [6.085553, -5.110985, -3.645230], [5.510255, -4.675008, -2.427999], [5.403826, -5.647397, -1.403303], [6.731523, -6.239406, -0.962636], [4.295000, -5.947695, -4.511715], [5.800687, -6.483641, -5.275898], [5.316511, -7.147922, -3.719135], [6.081655, -4.230299, -4.287583], [7.135411, -5.390018, -3.497758], [4.708490, -6.441885, -1.698057], [4.942468, -5.122401, -0.566474], [7.226319, -6.786354, -1.766243], [6.571540, -6.934429, -0.137942], [7.407241, -5.451485, -0.627466], [-0.471957, 7.557866, -7.058630], [0.817959, 7.083981, -6.410891], [0.796655, 5.730771, -5.994025], [0.576316, 4.769210, -7.012790], [1.623906, 4.781849, -8.112438], [-1.314458, 7.415302, -6.380840], [-0.396615, 8.617830, -7.302417], [-0.689420, 7.021157, -7.982790], [0.999671, 7.654036, -5.499607], [1.669628, 7.269260, -7.075095], [-0.428041, 4.883035, -7.436573], [0.594292, 3.805088, -6.504016], [1.635889, 5.725662, -8.658576], [1.418597, 3.986582, -8.829405], [2.618153, 4.623911, -7.692936]],
  "atomic_forces_ev_per_a": [[0.0, -0.1, -0.4], [0.2, -0.1, 0.0], [0.1, 0.2, 0.1], [-0.2, -0.1, -0.1], [-0.1, -0.1, -0.2], [-0.1, -0.1, 0.2], [0.0, -0.1, 0.2], [0.2, 0.1, -0.4], [-0.1, 0.2, -0.2], [0.2, 0.2, -0.3], [-0.1, -0.2, 0.4], [0.0, 0.2, -0.1], [-0.3, 0.0, -0.3], [-0.1, -0.3, -0.1], [0.2, 0.1, 0.2], [0.1, 0.2, 0.0], [0.1, -0.1, 0.4], [0.2, -0.1, 0.1], [0.1, 0.2, 0.0], [0.4, 0.2, 0.2], [0.3, 0.1, -0.4], [-0.3, 0.3, 0.0], [-0.3, -0.2, 0.6], [0.4, 0.0, -0.6], [-0.3, 0.0, 0.2], [0.8, 0.4, -0.4], [-0.3, -0.2, 0.4], [-0.1, -0.1, -0.1], [0.2, 0.3, 0.0], [0.0, 0.0, 0.0], [0.0, -0.2, 0.0], [0.0, 0.0, 0.0], [0.1, 0.0, -0.1], [-0.2, 0.0, 0.2], [0.1, -0.1, -0.2], [0.0, 0.1, 0.1], [-0.1, -0.1, 0.0], [-0.1, 0.1, 0.1], [0.1, -0.1, 0.0], [0.0, 0.2, 0.2], [-0.1, -0.1, 0.1], [-0.1, -0.2, -0.1], [-0.1, 0.1, 0.0], [0.1, 0.0, 0.1], [0.1, 0.0, 0.2], [-0.2, 0.0, -0.2], [0.2, -0.1, 0.0], [-0.2, -0.1, 0.1], [0.0, -0.1, -0.2], [-0.1, 0.0, -0.1], [-0.1, -0.1, 0.0], [0.0, 0.1, 0.1], [-0.1, 0.1, 0.0], [-0.1, 0.0, 0.0], [-0.1, -0.1, 0.1], [-0.3, -0.2, -0.1], [-0.1, -0.1, 0.2], [-0.2, -0.1, 0.0], [0.1, 0.0, 0.0], [-0.1, -0.1, -0.2], [-0.2, -0.1, 0.1], [-0.1, 0.1, -0.1], [0.1, 0.0, -0.1], [0.1, 0.0, -0.1], [0.0, 0.1, 0.0], [-0.1, -0.1, 0.1], [-0.1, -0.1, 0.0], [0.1, 0.0, -0.1], [0.1, 0.0, -0.1], [0.1, 0.1, -0.1], [0.1, 0.1, 0.1], [-0.1, 0.0, -0.1], [0.1, 0.0, 0.1], [-0.1, -0.1, 0.0], [0.0, 0.1, -0.1], [0.0, -0.1, 0.1], [0.0, 0.0, 0.0], [0.0, 0.0, 0.0], [0.0, 0.0, 0.0], [0.0, 0.0, 0.0], [0.0, 0.0, 0.0], [0.0, 0.0, 0.0], [0.0, 0.0, 0.0], [0.0, 0.1, 0.0], [0.0, 0.0, 0.0], [0.0, 0.0, 0.0], [-0.1, 0.0, 0.1], [0.1, 0.0, -0.1], [0.0, 0.1, 0.0], [-0.1, -0.1, 0.1], [0.1, 0.1, -0.1], [0.0, 0.0, 0.0], [0.0, 0.0, 0.0], [0.0, 0.0, 0.0], [0.0, 0.0, 0.0], [0.0, 0.0, 0.0], [0.0, 0.0, 0.0], [0.0, 0.0, 0.0], [0.0, 0.0, 0.0], [0.0, 0.0, 0.0], [0.0, 0.0, 0.0], [0.0, -0.1, 0.0], [0.0, 0.1, 0.0], [0.0, -0.1, 0.1], [0.0, 0.0, -0.1], [0.0, 0.1, 0.0], [0.0, 0.0, 0.0], [0.0, 0.0, 0.0], [0.0, 0.0, 0.0], [0.0, 0.0, 0.0], [0.0, 0.0, 0.0], [0.0, 0.0, 0.0], [0.0, 0.0, 0.1], [0.0, 0.0, 0.0], [0.0, 0.0, 0.0], [0.0, 0.0, 0.0]]
}

---

{
  "formula": "C24H15Cl3N4O5",
  "method": "wB97M-V/def2-TZVPD",
  "homo_lumo_gap_ha": 0.268,
  "smiles": "COc1ccc(/C=C2\\C(=O)N(c3c(Cl)cc(Cl)cc3Cl)N=C2NC(=O)c2cccc([N+](=O)[O-])c2)cc1",
  "symbols": ["C", "H", "O", "C", "C", "C", "C", "C", "C", "H", "H", "C", "C", "C", "N", "N", "C", "O", "C", "C", "C", "C", "C", "C", "Cl", "H", "Cl", "H", "Cl", "N", "C", "O", "C", "C", "C", "C", "C", "C", "H", "H", "H", "N", "O", "O", "H", "H", "H", "H", "H", "H", "H"],
  "positions_angstrom": [[-0.480677, 8.460174, 0.041107], [-0.088919, 8.471115, 1.062632], [0.048537, 7.385549, -0.702426], [-0.182372, 6.123417, -0.294410], [-0.928756, 5.767541, 0.832230], [-1.095584, 4.439863, 1.150940], [-0.532798, 3.412608, 0.373941], [0.215174, 3.786222, -0.757088], [0.382397, 5.108574, -1.079287], [0.955845, 5.397952, -1.945357], [0.664439, 3.025869, -1.373858], [-0.766532, 2.066783, 0.794464], [-0.381289, 0.859721, 0.300150], [-0.743804, -0.424893, 0.893440], [-0.242788, -1.424192, 0.241370], [0.457093, -0.914243, -0.815233], [0.454086, 0.464177, -0.859831], [1.062492, 1.115220, -1.683803], [1.129010, -1.785184, -1.677967], [2.053679, -2.707197, -1.178714], [2.705660, -3.597548, -2.013911], [2.452014, -3.547783, -3.376768], [1.550949, -2.636748, -3.906244], [0.883059, -1.772736, -3.053498], [-0.286263, -0.695504, -3.697171], [1.355549, -2.608012, -4.965725], [3.265281, -4.636626, -4.426568], [3.406462, -4.308061, -1.606522], [2.412217, -2.716170, 0.499747], [-1.539174, -0.585468, 2.001603], [-1.953246, -1.759173, 2.582728], [-2.678757, -1.740599, 3.547914], [-1.442740, -3.002237, 1.926375], [-0.257731, -3.574088, 2.358667], [0.216402, -4.705448, 1.709743], [-0.479600, -5.283835, 0.657166], [-1.683261, -4.728996, 0.264621], [-2.165116, -3.594152, 0.895127], [-3.099241, -3.154848, 0.579513], [-2.244285, -5.176645, -0.540905], [-0.071717, -6.156328, 0.170180], [1.476661, -5.275531, 2.122109], [1.955499, -6.140583, 1.420883], [1.980094, -4.854436, 3.139759], [0.313060, -3.146941, 3.169090], [-1.883750, 0.255825, 2.449569], [-1.377883, 2.016591, 1.693208], [-1.677024, 4.186076, 2.026486], [-1.378725, 6.520695, 1.459714], [-0.159598, 9.361964, -0.477190], [-1.574029, 8.428268, 0.068001]],
  "atomic_forces_ev_per_a": [[-0.1, 0.2, 0.2], [0.0, 0.0, 0.0], [0.1, -0.3, -0.2], [0.0, -0.4, 0.0], [0.0, 0.5, -0.1], [0.1, -0.4, -0.2], [0.0, 0.7, 0.0], [0.0, 0.0, 0.1], [-0.1, 0.3, 0.1], [0.1, 0.0, -0.1], [0.0, -0.1, 0.0], [0.1, -0.8, -0.1], [-0.3, 0.4, 0.4], [0.7, -0.5, -0.9], [-0.7, 0.2, 0.7], [0.1, 0.7, -0.2], [0.4, 0.0, -0.3], [0.1, 0.2, 0.0], [0.1, -0.1, -0.2], [-0.2, 0.1, -0.3], [-0.1, 0.0, -0.1], [-0.3, 0.3, 0.3], [0.1, 0.0, 0.1], [0.2, -0.2, 0.3], [-0.2, 0.0, -0.2], [0.0, 0.0, -0.1], [0.2, -0.2, -0.2], [0.1, 0.0, 0.0], [0.4, 0.1, 0.1], [-0.2, 0.6, 0.4], [0.0, -0.1, 0.0], [0.0, -0.1, 0.1], [-0.2, -0.7, 0.2], [0.0, -0.1, 0.0], [-1.2, 0.5, -0.3], [0.3, 0.0, 0.1], [-0.1, 0.2, 0.1], [0.0, 0.0, 0.2], [-0.1, 0.1, -0.1], [0.0, 0.0, -0.1], [0.0, 0.0, 0.0], [0.3, -0.3, 0.1], [0.2, -0.2, -0.1], [0.2, 0.1, 0.3], [0.0, 0.0, 0.0], [0.0, -0.3, 0.0], [0.0, 0.0, 0.0], [0.0, 0.0, 0.1], [0.0, 0.1, 0.0], [0.0, -0.1, 0.1], [0.1, 0.0, 0.0]]
}

---

{
  "formula": "C6H12NO",
  "method": "wB97M-V/def2-TZVPD",
  "charge": -1,
  "homo_lumo_gap_ha": 0.201,
  "symbols": ["C", "O", "C", "C", "C", "C", "C", "N", "H", "H", "H", "H", "H", "H", "H", "H", "H", "H", "H", "H"],
  "positions_angstrom": [[-0.189884, -1.264898, 2.127062], [-1.544220, -1.004940, 1.710730], [0.834549, -0.456129, 1.333995], [0.724982, -0.821759, -0.137180], [0.313306, -0.016070, -1.137235], [1.011537, 0.047220, -2.292212], [-0.277125, 2.350343, -1.065178], [-0.751956, 0.875418, -0.986010], [0.023943, -2.294222, 2.312383], [-0.414648, -0.875785, 3.139905], [1.695825, -0.755380, 1.786820], [0.916124, 0.630760, 1.358483], [1.366120, -1.688027, -0.507986], [-1.379866, -1.093022, 0.779799], [0.671325, 0.406805, -3.286720], [2.040562, -0.169569, -2.396353], [-1.074037, 2.947309, -0.589564], [0.560973, 2.480073, -0.302774], [-0.099713, 2.491676, -2.107830], [-1.193341, 0.798734, 0.054561]],
  "atomic_forces_ev_per_a": [[-2.1, 3.4, 2.8], [0.4, -0.8, -0.3], [-2.2, -0.6, -1.9], [1.5, -3.3, 1.8], [0.4, 1.0, -0.8], [0.1, 0.7, -3.3], [-0.7, -2.2, 2.5], [-2.0, 2.5, 3.6], [0.4, -1.0, -0.8], [1.5, 0.0, 0.4], [3.2, -1.0, 0.8], [-1.1, 0.3, 0.8], [-0.7, 1.1, 0.7], [-0.6, -0.1, -1.8], [-0.6, 0.0, 0.8], [1.0, -0.7, 0.5], [-0.1, 0.0, -0.9], [-0.3, 0.0, -1.6], [0.5, 0.8, -0.3], [1.4, -0.2, -3.1]]
}

---

{
  "formula": "C3H8NO3",
  "method": "wB97M-V/def2-TZVPD",
  "charge": -1,
  "homo_lumo_gap_ha": 0.301,
  "symbols": ["C", "N", "C", "O", "O", "C", "H", "H", "H", "H", "H", "H", "H", "H", "O"],
  "positions_angstrom": [[0.799538, -0.238723, 0.630122], [0.072580, 0.479720, -0.426212], [0.040848, 1.953271, -0.266429], [0.243174, 2.352632, 0.892385], [-0.347739, 2.535591, -1.299647], [1.128817, -1.686847, 0.160150], [1.734460, 0.264723, 0.858185], [0.196113, -0.260176, 1.537349], [0.215254, 0.087209, -1.340412], [1.448855, -2.268077, 1.024717], [1.795857, -1.663043, -0.688051], [0.161556, -2.143452, -0.093603], [-1.862653, -0.267484, -0.149291], [-2.824079, 0.892110, -0.546458], [-2.802580, -0.037454, -0.292803]],
  "atomic_forces_ev_per_a": [[0.2, -0.6, -1.1], [0.6, -0.2, 1.6], [-1.2, -0.9, -0.6], [0.4, 0.1, -0.2], [0.4, 0.3, 0.1], [-1.7, 0.9, 1.1], [0.2, 0.2, 0.2], [0.0, 0.0, 0.1], [0.1, 0.5, -0.3], [0.7, -0.1, -0.2], [0.3, -0.3, -0.1], [0.3, -0.1, -0.4], [-0.2, 0.9, -0.3], [0.5, -0.1, 0.0], [-0.4, -0.6, 0.2]]
}

---

{
  "formula": "C6H8OS",
  "method": "wB97M-V/def2-TZVPD",
  "homo_lumo_gap_ha": 0.358,
  "smiles": "C#CC(=C)OCSC",
  "symbols": ["C", "C", "C", "C", "C", "C", "H", "H", "H", "H", "H", "H", "H", "H", "O", "S"],
  "positions_angstrom": [[2.296241, -0.837457, 1.061886], [0.871949, 0.857614, -0.289429], [-1.539201, 0.425760, 0.003923], [-1.956665, 1.609089, 0.492442], [-2.470820, -0.608621, -0.072203], [-3.444268, -1.361543, -0.236129], [3.179568, -1.456978, 1.094384], [2.418721, -0.162580, 1.939893], [1.478362, -1.447694, 1.044955], [0.699180, 1.484586, -1.186040], [1.192145, 1.491483, 0.554352], [-2.939035, 1.907735, 0.543235], [-1.205854, 2.277822, 0.589510], [-4.052775, -2.315587, -0.347921], [-0.196903, -0.072639, -0.096731], [2.391344, -0.106670, -0.576341]],
  "atomic_forces_ev_per_a": [[3.1, 1.1, 0.2], [0.6, 0.1, -1.0], [1.4, 0.3, 1.8], [1.7, -2.5, -1.8], [-4.1, -3.4, -1.4], [2.2, -0.3, 0.4], [0.3, -0.5, 0.1], [-0.6, -0.1, -0.8], [-2.2, -1.4, 0.6], [-0.1, -0.2, 0.5], [-1.0, -0.2, 0.1], [-2.0, 0.3, 0.2], [2.0, 2.6, 0.7], [0.9, 2.2, 0.2], [-1.5, 1.5, 0.0], [-0.7, 0.6, 0.3]]
}

---

{
  "formula": "C3H6O",
  "method": "wB97M-V/def2-TZVPD",
  "homo_lumo_gap_ha": 0.423,
  "smiles": "C[C@H]1CO1",
  "symbols": ["C", "C", "C", "O", "H", "H", "H", "H", "H", "H"],
  "positions_angstrom": [[0.005354, -0.208025, 1.253761], [0.280092, 0.480955, -0.077662], [-0.162829, -0.094477, -1.347111], [-0.921775, 0.910145, -0.706483], [-0.552250, 0.420859, 1.970086], [0.920111, -0.546786, 1.748646], [-0.629359, -1.079920, 1.051258], [1.204645, 0.991111, -0.313257], [0.284983, 0.268070, -2.277456], [-0.428971, -1.141932, -1.301783]],
  "atomic_forces_ev_per_a": [[0.1, -0.1, -0.3], [0.1, -0.5, 0.1], [0.2, -0.5, -0.2], [0.0, 0.2, -0.1], [0.3, 0.0, -0.5], [-0.1, 0.0, -0.1], [0.1, 0.1, 0.1], [-0.1, 1.1, 1.0], [0.1, -0.4, 0.3], [-0.8, 0.0, -0.3]]
}